Entry 1:
Computed, not measured: a cluster of 12 separate species, C36H68Cl23INO2 in total at a distorted geometry, with ωB97M-V/def2-TZVPD.

Values from the calculation:
Gap between HOMO and LUMO (spin up / spin down) ... 8.67 / 9.36 eV
HOMO level (spin up / spin down) ... -8.38 / -9.07 eV
Total charge ... 0
Spin multiplicity ... 2

The geometry in XYZ format:
```
131
C36H68Cl23INO2, DFT ωB97M-V/def2-TZVPD
C 5.908 1.396 -1.660
C 4.750 1.647 -0.638
C 4.429 0.237 -0.040
C 3.559 2.155 -1.477
C 2.397 2.812 -0.680
C 1.487 1.822 0.084
C 0.309 2.499 0.861
C -1.062 1.945 0.406
I -1.169 -0.126 1.069
C 1.547 3.668 -1.676
C 1.199 2.990 -3.007
O 1.174 3.617 -3.967
Cl 0.766 1.256 -3.134
C 3.034 3.817 0.326
C 4.251 3.312 1.135
C 4.942 4.606 1.699
C 3.812 2.533 2.413
N 5.276 2.617 0.337
O 6.237 2.138 1.034
H 6.651 0.739 -1.194
H 5.532 0.945 -2.585
H 6.444 2.336 -1.855
H 4.740 0.125 1.003
H 3.374 -0.040 -0.118
H 4.984 -0.523 -0.604
H 3.957 2.945 -2.142
H 3.251 1.333 -2.130
H 1.033 1.065 -0.569
H 2.036 1.246 0.835
H 0.400 2.254 1.923
H 0.325 3.595 0.790
H -1.839 2.458 0.977
H -1.208 1.999 -0.675
H 0.624 4.062 -1.233
H 2.166 4.532 -1.943
H 3.392 4.676 -0.267
H 2.321 4.229 1.050
H 4.788 5.476 1.052
H 5.984 4.427 1.974
H 4.411 4.836 2.637
H 4.556 2.620 3.210
H 3.623 1.469 2.234
H 2.873 2.974 2.776
Cl -1.091 -1.813 -3.542
C -0.241 -1.427 -5.064
C -1.012 -1.890 -6.274
Cl -1.061 -3.671 -6.404
H 0.749 -1.876 -5.019
H -0.124 -0.345 -5.097
H -0.539 -1.522 -7.180
H -2.036 -1.528 -6.255
Cl -3.238 0.538 5.790
C -3.725 1.955 4.817
C -2.818 2.171 3.633
Cl -1.185 2.698 4.124
H -3.739 2.826 5.474
H -4.742 1.766 4.472
H -3.225 2.956 2.995
H -2.713 1.264 3.036
Cl 1.671 -1.889 3.054
C 1.132 -3.244 2.035
C 2.219 -3.740 1.115
Cl 2.613 -2.558 -0.159
H 0.261 -2.917 1.479
H 0.830 -4.042 2.709
H 1.890 -4.650 0.612
H 3.132 -3.965 1.661
Cl -2.248 -2.512 -9.720
C -2.170 -4.281 -9.496
C -2.943 -5.021 -10.559
Cl -4.702 -4.779 -10.403
H -2.538 -4.509 -8.501
H -1.117 -4.560 -9.543
H -2.760 -6.091 -10.466
H -2.648 -4.708 -11.559
Cl -2.076 -3.737 1.819
C -2.679 -5.050 0.779
C -1.606 -5.573 -0.145
Cl -1.151 -4.383 -1.390
H -3.538 -4.675 0.226
H -3.019 -5.848 1.438
H -1.968 -6.458 -0.667
H -0.706 -5.844 0.406
Cl -3.740 4.920 6.209
C -2.947 5.082 7.799
C -1.564 5.671 7.686
Cl -0.420 4.551 6.900
H -2.924 4.099 8.266
H -3.582 5.733 8.400
H -1.171 5.879 8.681
H -1.571 6.598 7.121
Cl -4.456 -3.862 5.263
C -3.571 -3.940 6.807
C -2.176 -3.379 6.692
Cl -1.120 -4.407 5.690
H -3.558 -4.978 7.135
H -4.142 -3.359 7.530
H -1.719 -3.321 7.679
H -2.182 -2.380 6.259
Cl 2.098 -6.405 3.073
C 3.004 -6.432 4.609
C 4.368 -5.801 4.474
Cl 5.463 -6.778 3.465
H 3.072 -7.466 4.940
H 2.412 -5.877 5.336
H 4.831 -5.716 5.456
H 4.305 -4.806 4.038
Cl -6.796 -0.516 -4.444
C -6.101 -2.143 -4.661
C -4.675 -2.093 -5.151
Cl -4.560 -1.498 -6.829
H -6.740 -2.693 -5.349
H -6.138 -2.636 -3.690
H -4.246 -3.095 -5.141
H -4.059 -1.452 -4.523
Cl 1.759 -2.781 -7.470
C 2.594 -2.433 -9.006
C 1.784 -2.876 -10.200
Cl 1.671 -4.652 -10.316
H 3.568 -2.918 -8.979
H 2.750 -1.355 -9.047
H 2.260 -2.528 -11.117
H 0.771 -2.476 -10.166
Cl -5.721 7.557 6.028
C -5.129 9.165 5.537
C -3.639 9.183 5.306
Cl -2.725 8.989 6.824
H -5.419 9.880 6.305
H -5.648 9.423 4.615
H -3.345 10.142 4.880
H -3.331 8.395 4.622
```

Löwdin population analysis, charges in e, atoms 1 to 4: atom 1 (C): -0.04, atom 2 (C): -0.44, atom 3 (C): -0.05, atom 4 (C): -0.09



Entry 2:
Computed, not measured: a cluster of 11 separate species, C36H68N4O14 in total at a distorted geometry, with ωB97M-V/def2-TZVPD.

Values from the calculation:
Gap between HOMO and LUMO ... 10.41 eV
Structure (SMILES) ... CCOC(C)=O.CCOC(C)=O.CCOC(C)=O.CCOC(C)=O.CCOC(C)=O.CCOC(C)=O.CCOC(C)=O.CC#N.CC#N.CC#N.CC#N
HOMO level ... -10.19 eV
Total charge ... 0

The geometry in XYZ format:
```
122
C36H68N4O14, DFT ωB97M-V/def2-TZVPD
O -4.406 5.981 1.995
C -3.205 6.291 2.104
O -2.767 7.172 3.032
C -3.594 7.935 3.886
C -3.907 9.291 3.291
C -2.089 5.601 1.332
H -3.005 8.078 4.793
H -4.494 7.372 4.133
H -2.943 9.795 3.229
H -4.565 9.930 3.881
H -4.330 9.245 2.287
H -1.991 6.128 0.383
H -2.329 4.573 1.059
H -1.137 5.562 1.862
O 3.974 -5.725 4.748
C 3.288 -6.243 3.848
O 2.096 -5.670 3.365
C 1.725 -4.354 3.791
C 1.954 -3.484 2.643
C 3.627 -7.533 3.116
H 2.321 -4.151 4.681
H 0.650 -4.335 3.968
H 3.010 -3.382 2.395
H 1.561 -2.473 2.754
H 1.525 -3.902 1.732
H 2.866 -8.302 3.253
H 4.555 -7.858 3.587
H 3.778 -7.346 2.053
O 1.690 -2.687 -1.763
C 2.199 -3.481 -2.535
O 2.516 -4.753 -2.243
C 2.440 -5.271 -0.898
C 3.728 -5.138 -0.133
C 2.545 -2.966 -3.864
H 2.119 -6.310 -0.824
H 1.643 -4.787 -0.334
H 3.645 -5.632 0.836
H 4.118 -4.121 -0.148
H 4.474 -5.694 -0.701
H 2.166 -1.989 -4.164
H 2.008 -3.654 -4.516
H 3.597 -3.074 -4.129
O -5.495 -1.971 1.995
C -5.022 -1.194 2.841
O -4.054 -0.293 2.608
C -3.539 0.019 1.278
C -4.321 1.247 0.656
C -5.465 -1.311 4.293
H -3.702 -0.890 0.698
H -2.480 0.218 1.438
H -3.845 1.492 -0.293
H -4.405 2.101 1.328
H -5.325 1.005 0.306
H -5.059 -0.510 4.911
H -5.064 -2.211 4.760
H -6.553 -1.264 4.276
O -2.624 -1.606 -1.547
C -3.135 -2.285 -2.436
O -2.762 -3.508 -2.705
C -1.652 -4.100 -2.051
C -1.631 -5.584 -2.293
C -4.273 -1.790 -3.307
H -1.788 -3.926 -0.983
H -0.716 -3.609 -2.317
H -2.491 -6.063 -1.827
H -0.801 -6.098 -1.809
H -1.583 -5.748 -3.370
H -4.773 -2.607 -3.828
H -3.885 -1.149 -4.098
H -5.040 -1.269 -2.732
O -0.545 4.080 -4.217
C -0.407 3.590 -5.333
O 0.319 2.545 -5.704
C 1.197 1.960 -4.690
C 0.367 1.093 -3.835
C -1.215 4.132 -6.532
H 1.691 2.766 -4.147
H 2.050 1.494 -5.184
H -0.148 1.641 -3.046
H 0.884 0.346 -3.232
H -0.380 0.572 -4.435
H -2.293 4.166 -6.376
H -1.135 3.356 -7.294
H -0.799 5.088 -6.851
O 6.475 1.978 0.949
C 6.136 2.191 -0.230
O 5.069 1.659 -0.896
C 4.155 0.835 -0.261
C 4.693 -0.608 -0.291
C 6.922 3.193 -1.030
H 3.198 0.807 -0.781
H 3.962 1.235 0.734
H 4.134 -1.197 0.436
H 5.733 -0.646 0.033
H 4.545 -0.985 -1.303
H 7.952 3.088 -0.690
H 6.580 4.225 -0.950
H 6.892 2.918 -2.085
C 0.195 3.453 2.927
C 1.261 2.515 3.233
N 2.068 1.743 3.498
H 0.363 4.338 3.540
H -0.737 3.022 3.291
H 0.090 3.689 1.868
C 0.724 4.923 -1.289
C 1.333 5.131 0.013
N 1.796 5.279 1.083
H -0.249 4.433 -1.285
H 1.398 4.346 -1.923
H 0.581 5.941 -1.651
C -2.630 -3.225 1.703
C -1.760 -4.459 1.734
N -1.105 -5.418 1.702
H -2.936 -2.834 2.673
H -3.504 -3.386 1.073
H -2.107 -2.369 1.276
C 0.159 -0.173 0.093
C -0.537 1.143 -0.010
N -1.083 2.170 -0.073
H -0.036 -0.699 1.028
H 1.204 0.041 -0.130
H -0.097 -0.859 -0.714
```

Löwdin population analysis, charges in e, atoms 1 to 4: atom 1 (O): 0.06, atom 2 (C): -0.47, atom 3 (O): -0.02, atom 4 (C): -0.24